Record 1
A molecular structure, C49H100AlO13, computed with wB97M-V/def2-TZVPD.

Geometry (Å):
C (7.707, 1.599, -1.841)
C (6.524, 0.731, -1.478)
C (6.326, -0.468, -2.360)
C (5.679, 1.019, -0.486)
C (5.498, 2.406, 0.049)
C (4.152, 3.066, -0.353)
C (3.610, 2.748, -1.767)
C (3.687, 4.029, -2.622)
C (2.132, 2.298, -1.701)
C (1.699, 1.261, -2.762)
Al (1.746, -0.636, -2.029)
H (7.985, 2.271, -1.032)
H (8.540, 0.958, -2.134)
H (7.503, 2.226, -2.718)
H (7.264, -1.004, -2.543)
H (5.993, -0.102, -3.336)
H (5.561, -1.135, -1.971)
H (5.091, 0.210, -0.065)
H (6.325, 3.042, -0.272)
H (5.536, 2.410, 1.147)
H (3.387, 2.851, 0.394)
H (4.342, 4.145, -0.293)
H (4.223, 2.006, -2.281)
H (4.689, 4.465, -2.527)
H (3.529, 3.812, -3.682)
H (2.953, 4.763, -2.282)
H (1.543, 3.218, -1.834)
H (1.876, 1.920, -0.708)
H (0.634, 1.436, -2.967)
H (2.246, 1.408, -3.702)
H (0.868, -1.612, -3.024)
H (3.267, -1.209, -1.908)
H (1.014, -0.693, -0.577)
C (-1.622, 2.237, -1.095)
C (-1.122, 2.740, 0.238)
O (-0.413, 2.092, 0.968)
C (-1.574, 4.134, 0.629)
H (-1.246, 1.239, -1.309)
H (-2.714, 2.216, -1.075)
H (-1.291, 2.914, -1.885)
H (-2.664, 4.171, 0.681)
H (-1.233, 4.864, -0.108)
H (-1.160, 4.389, 1.602)
C (3.658, 8.005, -1.274)
C (2.221, 7.882, -0.823)
O (1.400, 7.274, -1.464)
C (1.861, 8.567, 0.477)
H (3.791, 7.467, -2.209)
H (3.908, 9.058, -1.421)
H (4.325, 7.583, -0.520)
H (2.061, 9.637, 0.405)
H (2.462, 8.159, 1.292)
H (0.808, 8.407, 0.693)
C (6.399, 1.867, -5.853)
C (7.829, 2.295, -6.037)
O (8.504, 2.692, -5.113)
C (8.390, 2.221, -7.439)
H (6.122, 1.970, -4.806)
H (5.741, 2.493, -6.460)
H (6.258, 0.828, -6.151)
H (7.801, 2.855, -8.105)
H (8.353, 1.195, -7.807)
H (9.424, 2.562, -7.432)
C (2.425, -1.598, -6.249)
C (3.840, -1.171, -6.537)
O (4.565, -0.751, -5.667)
C (4.313, -1.288, -7.972)
H (2.206, -1.468, -5.191)
H (1.726, -1.000, -6.838)
H (2.289, -2.649, -6.517)
H (3.683, -0.679, -8.623)
H (4.248, -2.326, -8.303)
H (5.345, -0.950, -8.050)
C (-1.266, -2.563, -4.878)
C (-2.329, -2.563, -3.805)
O (-2.694, -1.551, -3.256)
C (-2.925, -3.910, -3.466)
H (-0.891, -1.553, -5.022)
H (-0.433, -3.201, -4.588)
H (-1.709, -2.920, -5.813)
H (-2.138, -4.575, -3.106)
H (-3.384, -4.362, -4.344)
H (-3.677, -3.791, -2.690)
C (-2.508, -7.838, -2.888)
C (-3.905, -7.715, -3.449)
O (-4.293, -6.699, -3.975)
C (-4.777, -8.939, -3.320)
H (-1.963, -6.910, -3.037)
H (-2.551, -8.062, -1.821)
H (-1.981, -8.653, -3.389)
H (-4.904, -9.201, -2.268)
H (-4.293, -9.770, -3.836)
H (-5.751, -8.744, -3.764)
C (-1.247, -12.004, -5.258)
C (-2.413, -11.488, -6.064)
O (-3.320, -10.877, -5.549)
C (-2.391, -11.767, -7.547)
H (-1.379, -11.740, -4.211)
H (-1.178, -13.089, -5.351)
H (-0.316, -11.569, -5.625)
H (-2.364, -12.843, -7.725)
H (-1.501, -11.324, -7.997)
H (-3.278, -11.345, -8.012)
C (-5.593, 3.272, 2.831)
C (-4.440, 3.961, 3.523)
O (-4.247, 5.149, 3.392)
C (-3.553, 3.095, 4.378)
H (-6.153, 3.997, 2.245)
H (-5.218, 2.487, 2.172)
H (-6.253, 2.815, 3.570)
H (-3.103, 2.305, 3.774)
H (-4.140, 2.645, 5.180)
H (-2.763, 3.705, 4.811)
C (8.836, 5.879, -10.504)
C (7.593, 5.739, -9.656)
O (6.774, 4.878, -9.875)
C (7.425, 6.721, -8.523)
H (8.836, 5.115, -11.276)
H (8.863, 6.865, -10.971)
H (9.727, 5.767, -9.883)
H (7.396, 7.741, -8.911)
H (8.262, 6.639, -7.827)
H (6.499, 6.511, -7.994)
C (-3.366, 3.383, 8.875)
C (-4.663, 2.802, 8.369)
O (-4.691, 2.064, 7.413)
C (-5.916, 3.184, 9.116)
H (-2.544, 3.029, 8.258)
H (-3.402, 4.473, 8.835)
H (-3.203, 3.076, 9.910)
H (-6.056, 4.266, 9.087)
H (-5.832, 2.867, 10.157)
H (-6.774, 2.696, 8.658)
C (-2.403, -1.155, 10.804)
C (-3.535, -0.594, 9.979)
O (-4.382, 0.121, 10.473)
C (-3.562, -0.966, 8.520)
H (-2.494, -0.817, 11.834)
H (-2.425, -2.245, 10.775)
H (-1.446, -0.824, 10.396)
H (-3.629, -2.051, 8.408)
H (-2.648, -0.622, 8.032)
H (-4.418, -0.497, 8.042)
C (-6.616, -4.126, 8.203)
C (-5.460, -5.017, 8.571)
O (-4.416, -5.010, 7.961)
C (-5.667, -5.924, 9.764)
H (-6.356, -3.522, 7.336)
H (-7.498, -4.727, 7.972)
H (-6.863, -3.468, 9.038)
H (-6.510, -6.593, 9.584)
H (-5.888, -5.328, 10.652)
H (-4.769, -6.513, 9.936)
C (-7.076, -0.741, 11.786)
C (-8.375, -1.317, 11.283)
O (-8.388, -2.078, 10.343)
C (-9.642, -0.909, 11.995)
H (-6.262, -1.113, 11.176)
H (-7.089, 0.348, 11.722)
H (-6.914, -1.028, 12.827)
H (-9.768, 0.174, 11.941)
H (-9.588, -1.195, 13.047)
H (-10.497, -1.395, 11.531)

highest occupied orbital energy: -4.307 eV
lowest unoccupied orbital energy: 1.58 eV
max |F|: 0.96 eV Å⁻¹
total charge: -1
energy: -85648.5766 eV
frontier orbital gap: 5.888 eV

Mulliken atomic charge list, values in e, 99 entries: -1.621 1.011 -1.061 -0.408 -0.673 -1.083 2.018 -1.951 -0.851 -1.137 -0.113 0.380 0.430 0.297 0.486 -0.008 0.275 0.384 0.306 0.359 0.380 0.257 -0.366 0.510 0.306 0.343 0.129 0.351 0.426 0.412 -0.166 -0.193 -0.369 -1.113 1.047 -0.565 -1.156 0.136 0.468 0.302 0.250 0.345 0.286 -1.127 0.900 -0.537 -1.147 0.240 0.414 0.307 0.336 0.323 0.300 -0.265 0.741 -0.568 -1.087 -0.202 0.418 0.105 0.164 0.322 0.333 -0.862 0.713 -0.418 -1.228 0.024 0.356 0.388 0.339 0.355 0.247 -1.129 0.735 -0.582 -0.874 0.204 0.355 0.509 0.136 0.352 0.321 -0.809 0.871 -0.506 -0.944 0.151 0.317 0.185 0.337 0.169 0.295 -1.109 0.783 -0.517 -1.130 0.269 0.368

Record 2
A molecular structure, C12H25Cl2N3Nd in a non-equilibrium geometry, computed with wB97M-V/def2-TZVPD.

Geometry (Å):
Nd (-1.244, 1.467, -0.639)
Cl (0.722, 3.097, -0.996)
Cl (-3.079, -0.149, 0.276)
C (-2.064, 3.000, 0.768)
H (-3.023, 2.900, 1.330)
H (-1.810, 4.087, 0.725)
C (-0.530, -1.268, -3.078)
C (-0.864, -0.014, -3.057)
H (-1.031, -1.974, -2.426)
C (-0.017, 1.031, -3.752)
H (-1.892, 0.284, -2.765)
C (0.707, 0.486, -4.972)
H (-0.599, 1.885, -4.122)
H (0.722, 1.406, -3.019)
C (1.385, -0.850, -4.761)
H (-0.020, 0.265, -5.750)
H (1.433, 1.184, -5.389)
C (0.538, -1.861, -3.951)
H (1.645, -1.315, -5.726)
H (2.324, -0.732, -4.225)
H (0.087, -2.567, -4.668)
H (1.228, -2.440, -3.310)
C (1.461, -2.470, 2.258)
N (0.819, -1.353, 2.946)
C (1.139, -1.258, 4.376)
C (0.299, -0.285, 2.263)
N (0.285, -0.139, 0.943)
N (-0.263, 0.694, 3.071)
C (-1.212, 0.290, 4.094)
C (-0.455, 1.986, 2.495)
H (1.478, -3.341, 2.933)
H (2.503, -2.238, 1.966)
H (0.883, -2.714, 1.359)
H (1.411, -0.236, 4.646)
H (0.288, -1.571, 4.992)
H (1.982, -1.927, 4.596)
H (0.801, -0.900, 0.507)
H (-0.873, 0.623, 5.081)
H (-2.193, 0.744, 3.897)
H (-1.347, -0.791, 4.099)
H (0.255, 2.130, 1.683)
H (-1.490, 2.047, 2.053)
H (-0.388, 2.785, 3.246)

highest occupied orbital energy (alpha / beta): -0.969 / -1.082 eV
lowest unoccupied orbital energy (alpha / beta): 2.54 / 2.54 eV
max |F|: 3.45 eV Å⁻¹
spin multiplicity: 4
total charge: -1
energy: -57640.5297 eV
expectation value of S²: 3.812
frontier orbital gap (alpha / beta): 3.508 / 3.619 eV
energy above the lowest of the compared OMol25 structures with the same formula, charge and spin: 22.1 kcal/mol

In elementary charge units, the Mulliken charges are: 0.526 -0.633 -0.628 -0.729 0.116 0.101 -0.535 -0.348 0.439 -0.440 0.536 -0.886 0.324 0.284 -0.719 0.345 0.360 -0.510 0.307 0.339 0.307 0.248 -1.320 0.147 -1.130 0.611 -0.340 0.332 -1.178 -1.225 0.427 0.320 0.455 0.372 0.245 0.463 -0.007 0.268 0.349 0.449 0.315 0.327 0.317

Record 3
9 unconnected molecules or ions with the total composition C36H72O27 in a non-equilibrium geometry, computed with wB97M-V/def2-TZVPD.

Geometry (Å):
C (-6.619, 1.945, -4.010)
C (-7.252, 0.583, -4.212)
O (-6.317, -0.339, -4.780)
C (-5.566, -1.063, -3.949)
O (-5.544, -1.033, -2.745)
O (-4.879, -1.907, -4.699)
C (-4.021, -2.828, -4.021)
H (-5.881, 2.204, -4.770)
H (-6.143, 2.045, -3.033)
H (-7.362, 2.744, -4.048)
H (-8.114, 0.777, -4.847)
H (-7.586, 0.170, -3.260)
H (-3.145, -3.105, -4.594)
H (-4.681, -3.649, -3.737)
H (-3.680, -2.469, -3.049)
C (3.887, 0.005, 0.958)
C (4.037, -0.798, 2.230)
O (4.517, -2.106, 1.938)
C (5.786, -2.276, 1.561)
O (6.609, -1.395, 1.664)
O (5.963, -3.510, 1.156)
C (7.324, -3.940, 0.960)
H (4.852, 0.223, 0.504)
H (3.327, 0.876, 1.309)
H (3.266, -0.457, 0.190)
H (3.047, -1.078, 2.598)
H (4.510, -0.257, 3.049)
H (7.972, -3.177, 0.538)
H (7.303, -4.835, 0.347)
H (7.644, -4.215, 1.966)
C (-1.788, 2.420, 5.267)
C (-1.720, 3.938, 5.340)
O (-3.025, 4.492, 5.136)
C (-3.085, 5.812, 5.222)
O (-2.166, 6.573, 5.286)
O (-4.387, 6.187, 5.255)
C (-4.587, 7.557, 4.981)
H (-2.573, 1.910, 5.820)
H (-0.848, 1.921, 5.496)
H (-1.907, 2.232, 4.195)
H (-1.081, 4.343, 4.556)
H (-1.340, 4.283, 6.303)
H (-4.174, 8.308, 5.660)
H (-5.643, 7.793, 4.880)
H (-4.061, 7.807, 4.055)
C (1.049, 0.962, 3.253)
C (0.058, 0.344, 2.235)
O (-0.599, 1.359, 1.487)
C (-1.753, 1.154, 0.739)
O (-2.272, 2.059, 0.185)
O (-2.029, -0.146, 0.572)
C (-3.308, -0.507, 0.020)
H (1.687, 1.605, 2.650)
H (1.573, 0.110, 3.681)
H (0.511, 1.498, 4.028)
H (-0.647, -0.355, 2.695)
H (0.564, -0.305, 1.512)
H (-3.194, -1.590, 0.065)
H (-3.446, -0.208, -1.019)
H (-4.137, -0.124, 0.610)
C (2.156, -6.011, -4.067)
C (1.122, -5.491, -3.070)
O (1.173, -4.058, -3.154)
C (0.043, -3.376, -2.872)
O (-1.032, -3.844, -2.580)
O (0.330, -2.131, -3.146)
C (-0.571, -1.077, -2.696)
H (2.275, -7.092, -3.993)
H (3.107, -5.510, -3.880)
H (1.924, -5.790, -5.109)
H (1.275, -5.827, -2.044)
H (0.127, -5.853, -3.331)
H (-0.788, -1.237, -1.641)
H (-1.504, -0.998, -3.246)
H (0.152, -0.274, -2.798)
C (1.254, 1.885, -1.316)
C (2.159, 2.570, -2.324)
O (3.480, 2.469, -1.846)
C (4.246, 1.449, -2.216)
O (3.880, 0.514, -2.874)
O (5.467, 1.674, -1.712)
C (6.509, 0.767, -2.008)
H (1.243, 2.423, -0.368)
H (1.524, 0.839, -1.173)
H (0.235, 1.981, -1.701)
H (1.980, 3.647, -2.367)
H (1.915, 2.266, -3.344)
H (6.241, 0.156, -2.870)
H (6.711, 0.101, -1.165)
H (7.469, 1.247, -2.192)
C (0.826, -3.314, 1.893)
C (0.620, -3.008, 0.421)
O (1.659, -2.355, -0.335)
C (2.699, -3.082, -0.750)
O (3.036, -4.176, -0.385)
O (3.283, -2.445, -1.767)
C (4.637, -2.737, -2.140)
H (1.696, -3.947, 2.053)
H (-0.044, -3.709, 2.415)
H (0.985, -2.357, 2.400)
H (-0.244, -2.372, 0.220)
H (0.394, -3.879, -0.202)
H (5.235, -2.887, -1.240)
H (5.095, -1.881, -2.626)
H (4.557, -3.614, -2.778)
C (-11.625, -3.276, -1.647)
C (-11.523, -2.231, -0.520)
O (-10.207, -2.255, 0.030)
C (-9.261, -1.578, -0.602)
O (-9.322, -1.028, -1.675)
O (-8.166, -1.606, 0.146)
C (-7.098, -0.676, -0.058)
H (-11.558, -4.328, -1.365)
H (-10.887, -3.174, -2.441)
H (-12.641, -3.135, -2.028)
H (-12.233, -2.534, 0.245)
H (-11.846, -1.283, -0.947)
H (-7.245, 0.015, -0.883)
H (-6.206, -1.290, -0.105)
H (-7.191, -0.066, 0.845)
C (5.399, 3.052, 2.678)
C (6.144, 3.111, 1.340)
O (7.556, 3.301, 1.268)
C (8.136, 4.416, 1.691)
O (7.601, 5.431, 2.070)
O (9.439, 4.235, 1.562)
C (10.387, 5.219, 1.951)
H (4.369, 2.717, 2.542)
H (5.364, 3.935, 3.314)
H (5.768, 2.262, 3.341)
H (5.657, 3.847, 0.697)
H (5.945, 2.182, 0.814)
H (9.865, 6.142, 2.220)
H (11.092, 5.415, 1.153)
H (10.830, 4.956, 2.911)

highest occupied orbital energy: -10.490 eV
lowest unoccupied orbital energy: 0.48 eV
max |F|: 2.55 eV Å⁻¹
total charge: 0
energy: -93781.5024 eV
frontier orbital gap: 10.971 eV
energy above the lowest of the compared OMol25 structures with the same formula, charge and spin: 67.6 kcal/mol

Mulliken atomic charge list, values in e, 99 entries: -1.205 0.329 -0.406 0.728 -0.459 -0.372 -0.470 0.319 0.258 0.409 0.338 -0.145 0.225 0.351 0.126 0.772 -0.429 -0.309 0.775 -0.604 -0.239 -0.764 -0.126 0.245 -0.626 -0.069 0.351 0.337 0.240 0.329 -0.950 -0.241 -0.256 0.705 -0.523 -0.327 -0.665 0.397 0.360 0.035 0.332 0.348 0.282 0.248 0.305 -0.653 1.239 -0.349 0.510 -0.570 -0.078 -1.087 -0.001 0.364 -0.136 0.534 -0.965 0.323 0.471 0.478 -1.144 -0.251 -0.191 0.738 -0.631 -0.307 0.116 0.395 0.178 0.312 0.244 0.397 -0.330 0.388 0.074 -0.111 -0.768 -0.336 0.945 -0.572 -0.300 -0.714 0.415 -0.503 0.473 0.340 0.396 0.395 0.130 0.308 -1.280 -0.098 0.401 0.174 -0.577 0.276 -0.350 0.373 0.424